(1)
DFT (the ωB97M-V functional and the def2-TZVPD basis) results for C60H159F4HgN9O40S4 as an isolated structure at a distorted geometry.

Cartesian coordinates (Å):
Hg (-1.883, 2.325, 1.112)
N (-0.842, 0.693, 0.053)
S (-0.401, -0.705, 0.317)
O (0.934, -0.942, 0.924)
O (-0.916, -1.754, -0.543)
F (-1.326, -0.842, 1.654)
S (0.006, 0.714, -1.415)
O (-0.806, 0.552, -2.587)
O (1.391, 0.254, -1.596)
F (0.136, 2.293, -1.305)
N (-1.199, 4.445, 1.158)
S (0.357, 5.049, 1.549)
O (0.399, 5.621, 2.862)
O (1.157, 5.650, 0.507)
F (1.078, 3.535, 1.775)
S (-1.817, 5.868, 1.075)
O (-1.711, 6.556, -0.189)
O (-2.038, 6.638, 2.300)
F (-3.267, 5.288, 0.790)
C (2.413, 6.389, -2.800)
C (0.990, 6.949, -2.951)
O (0.918, 8.392, -3.151)
O (2.860, 6.216, -4.171)
H (2.372, 5.431, -2.282)
H (3.054, 7.101, -2.281)
H (0.453, 6.901, -2.004)
H (0.541, 6.484, -3.829)
H (1.437, 8.609, -3.928)
H (3.812, 6.251, -4.049)
C (0.283, -4.720, 6.497)
C (-0.241, -4.560, 5.142)
O (0.099, -3.349, 4.560)
O (1.686, -4.998, 6.516)
H (-0.254, -5.566, 6.926)
H (0.100, -3.864, 7.147)
H (-1.329, -4.606, 5.123)
H (0.078, -5.312, 4.420)
H (-0.310, -3.257, 3.696)
H (2.150, -4.189, 6.288)
C (-3.877, -3.347, 0.330)
C (-3.406, -3.571, -1.144)
O (-4.560, -3.982, -1.854)
O (-4.775, -2.300, 0.467)
H (-2.975, -3.207, 0.926)
H (-4.270, -4.335, 0.571)
H (-2.717, -4.414, -1.093)
H (-2.921, -2.696, -1.577)
H (-4.287, -4.796, -2.284)
H (-5.485, -2.509, -0.145)
C (3.586, -2.245, -2.735)
C (3.876, -1.877, -1.271)
O (4.989, -2.650, -0.816)
O (3.167, -3.575, -2.880)
H (4.439, -1.950, -3.347)
H (2.755, -1.589, -2.995)
H (3.009, -2.259, -0.732)
H (4.016, -0.817, -1.060)
H (4.942, -3.497, -1.265)
H (2.272, -3.576, -3.227)
C (2.105, -3.959, 1.904)
C (0.823, -4.125, 1.105)
O (-0.302, -3.846, 1.871)
O (2.143, -4.827, 3.018)
H (2.271, -2.938, 2.245)
H (2.942, -4.248, 1.268)
H (0.751, -5.142, 0.721)
H (0.781, -3.402, 0.290)
H (-0.956, -4.545, 1.791)
H (1.568, -4.408, 3.663)
C (-7.312, -2.250, 2.626)
C (-6.411, -1.248, 3.491)
O (-5.360, -0.758, 2.720)
O (-6.581, -3.420, 2.499)
H (-7.718, -1.797, 1.721)
H (-8.162, -2.312, 3.306)
H (-6.124, -1.758, 4.411)
H (-6.910, -0.327, 3.794)
H (-5.011, -1.523, 2.257)
H (-7.121, -4.006, 1.963)
C (2.890, -2.161, -6.791)
C (4.122, -2.779, -7.492)
O (4.064, -2.649, -8.903)
O (1.743, -2.959, -6.992)
H (2.773, -1.122, -7.099)
H (3.006, -2.049, -5.713)
H (4.216, -3.796, -7.112)
H (4.953, -2.177, -7.123)
H (3.418, -3.249, -9.284)
H (1.097, -2.618, -6.369)
C (1.504, 1.670, 4.520)
C (0.631, 1.147, 3.337)
O (-0.646, 1.552, 3.280)
O (0.830, 1.354, 5.745)
H (1.656, 2.748, 4.473)
H (2.526, 1.295, 4.568)
H (0.559, 0.084, 3.565)
H (1.168, 1.229, 2.392)
H (-0.965, 1.449, 4.179)
H (0.903, 0.433, 6.007)
C (-3.938, -6.308, 4.465)
C (-3.577, -5.477, 3.246)
O (-2.487, -6.053, 2.465)
O (-4.745, -7.439, 4.089)
H (-4.555, -5.722, 5.146)
H (-3.050, -6.643, 5.001)
H (-3.263, -4.479, 3.551)
H (-4.418, -5.281, 2.580)
H (-2.734, -6.951, 2.231)
H (-5.183, -7.739, 4.888)
C (-3.924, 1.395, -6.476)
O (-2.665, 1.836, -6.938)
C (-2.386, 3.260, -6.697)
C (-0.866, 3.647, -6.676)
N (-0.296, 3.021, -5.470)
C (0.979, 3.686, -5.200)
C (1.911, 2.851, -4.341)
O (2.345, 1.700, -5.059)
C (3.632, 1.200, -4.595)
H (-4.032, 0.337, -6.716)
H (-4.632, 1.984, -7.059)
H (-4.010, 1.497, -5.394)
H (-2.731, 3.439, -5.679)
H (-2.903, 3.875, -7.434)
H (-0.782, 4.733, -6.618)
H (-0.339, 3.248, -7.542)
H (-0.198, 2.016, -5.468)
H (0.657, 4.470, -4.514)
H (1.504, 4.124, -6.048)
H (1.396, 2.485, -3.453)
H (2.741, 3.492, -4.043)
H (3.940, 0.471, -5.345)
H (3.588, 0.783, -3.589)
H (4.350, 2.005, -4.751)
C (9.123, -1.052, -3.100)
O (9.058, -0.168, -1.923)
C (7.795, -0.220, -1.222)
C (6.647, 0.404, -2.025)
N (7.001, 1.771, -2.415)
C (6.647, 2.761, -1.349)
C (5.124, 3.003, -1.162)
O (4.520, 2.139, -0.216)
C (3.138, 2.350, -0.045)
H (10.112, -0.959, -3.548)
H (8.326, -0.855, -3.817)
H (8.932, -2.069, -2.756)
H (7.923, 0.273, -0.257)
H (7.624, -1.278, -1.025)
H (5.649, 0.355, -1.591)
H (6.508, -0.299, -2.846)
H (8.001, 1.776, -2.554)
H (7.106, 3.720, -1.591)
H (6.954, 2.503, -0.335)
H (4.670, 2.826, -2.138)
H (4.951, 4.001, -0.759)
H (2.735, 1.504, 0.513)
H (2.495, 2.266, -0.921)
H (2.987, 3.268, 0.522)
C (4.143, 4.364, 5.720)
O (4.998, 3.564, 6.596)
C (6.172, 3.139, 5.965)
C (6.035, 2.352, 4.719)
N (7.322, 1.955, 4.126)
C (7.250, 1.507, 2.762)
C (6.516, 0.168, 2.416)
O (5.198, 0.425, 2.678)
C (4.262, -0.682, 2.437)
H (4.743, 5.166, 5.290)
H (3.230, 4.751, 6.173)
H (3.725, 3.765, 4.911)
H (6.633, 2.548, 6.756)
H (6.777, 4.031, 5.804)
H (5.501, 3.002, 4.026)
H (5.399, 1.471, 4.795)
H (7.880, 2.780, 3.957)
H (8.267, 1.584, 2.379)
H (6.750, 2.277, 2.174)
H (6.817, -0.692, 3.014)
H (6.817, -0.162, 1.421)
H (3.958, -0.621, 1.392)
H (3.359, -0.551, 3.033)
H (4.773, -1.636, 2.562)
C (-6.050, -1.211, -2.984)
O (-6.560, 0.166, -2.993)
C (-6.816, 0.542, -4.348)
C (-7.609, 1.932, -4.284)
N (-6.794, 2.920, -3.557)
C (-7.578, 3.838, -2.877)
C (-6.780, 4.777, -2.032)
O (-6.569, 4.154, -0.762)
C (-6.922, 4.867, 0.393)
H (-5.415, -1.560, -3.799)
H (-6.989, -1.765, -3.004)
H (-5.549, -1.441, -2.043)
H (-7.351, -0.208, -4.930)
H (-5.831, 0.713, -4.784)
H (-8.623, 1.791, -3.910)
H (-7.708, 2.338, -5.291)
H (-6.196, 2.330, -2.996)
H (-8.262, 3.339, -2.189)
H (-8.177, 4.498, -3.504)
H (-7.208, 5.780, -2.028)
H (-5.811, 5.018, -2.469)
H (-7.842, 5.399, 0.153)
H (-6.239, 5.651, 0.721)
H (-7.240, 4.227, 1.216)
C (-1.210, -6.689, -1.311)
O (-0.788, -6.291, -2.625)
C (0.634, -6.177, -2.787)
C (1.020, -5.633, -4.149)
N (0.865, -4.150, -4.333)
C (-0.517, -3.702, -4.118)
C (-0.750, -2.244, -4.392)
O (-0.345, -1.949, -5.751)
C (-0.622, -0.578, -6.102)
H (-0.993, -5.949, -0.540)
H (-0.772, -7.616, -0.940)
H (-2.280, -6.893, -1.280)
H (1.028, -7.178, -2.613)
H (1.027, -5.550, -1.987)
H (0.470, -6.178, -4.917)
H (2.090, -5.790, -4.279)
H (1.128, -3.896, -5.275)
H (-0.784, -3.813, -3.067)
H (-1.181, -4.282, -4.759)
H (-0.105, -1.679, -3.719)
H (-1.788, -1.960, -4.217)
H (0.060, 0.125, -5.624)
H (-1.634, -0.291, -5.815)
H (-0.509, -0.465, -7.180)
C (-2.992, 3.888, 4.171)
O (-3.248, 3.050, 3.035)
C (-4.669, 2.750, 2.818)
C (-4.976, 2.243, 1.328)
N (-4.023, 1.245, 1.004)
C (-4.098, 0.823, -0.418)
C (-3.822, 1.964, -1.422)
O (-2.796, 2.751, -0.917)
C (-2.449, 3.584, -2.093)
H (-3.631, 4.770, 4.184)
H (-2.011, 4.361, 4.218)
H (-3.165, 3.328, 5.090)
H (-5.339, 3.584, 3.027)
H (-4.991, 2.031, 3.571)
H (-5.039, 3.068, 0.618)
H (-5.976, 1.820, 1.235)
H (-4.480, 0.488, 1.491)
H (-5.088, 0.428, -0.646)
H (-3.353, 0.046, -0.593)
H (-4.768, 2.497, -1.521)
H (-3.650, 1.603, -2.436)
H (-1.925, 4.409, -1.610)
H (-3.296, 3.766, -2.754)
H (-1.688, 3.160, -2.748)
C (4.328, -3.448, 5.397)
O (3.121, -2.773, 5.822)
C (3.378, -1.521, 6.461)
C (2.136, -1.227, 7.357)
N (0.873, -1.182, 6.606)
C (-0.290, -1.085, 7.424)
C (-1.617, -1.213, 6.637)
O (-1.757, -0.049, 5.828)
C (-2.941, -0.052, 5.034)
H (4.889, -2.782, 4.742)
H (4.163, -4.357, 4.819)
H (4.877, -3.733, 6.294)
H (3.562, -0.745, 5.718)
H (4.197, -1.658, 7.167)
H (2.186, -0.296, 7.921)
H (2.144, -2.026, 8.098)
H (0.779, -1.992, 6.010)
H (-0.199, -0.154, 7.982)
H (-0.149, -1.925, 8.105)
H (-2.333, -1.216, 7.460)
H (-1.818, -2.153, 6.125)
H (-3.871, -0.215, 5.579)
H (-2.932, -0.859, 4.301)
H (-3.064, 0.842, 4.423)

## Properties
Highest occupied orbital energy ... -8.42 eV
Spin multiplicity ... 1
Kohn-Sham gap ... 6.98 eV
F_max ... 12.4 eV Å⁻¹



(2)
DFT (the ωB97M-V functional and the def2-TZVPD basis) results for C60H39F4MoN7O2P2S3 as an isolated structure.

Cartesian coordinates (Å):
Mo (0.627, -0.628, -1.383)
S (-1.549, -1.562, 0.419)
P (-1.466, 0.407, 0.681)
C (-0.077, 0.988, -0.224)
P (0.729, 2.465, 0.443)
S (2.382, 2.063, 1.420)
C (0.969, 3.772, -0.832)
C (0.052, 3.990, -1.856)
C (0.192, 5.067, -2.720)
C (1.259, 5.943, -2.570)
C (2.177, 5.736, -1.550)
C (2.030, 4.660, -0.683)
C (-0.422, 3.445, 1.499)
C (-0.052, 3.763, 2.800)
C (-0.866, 4.575, 3.580)
C (-2.058, 5.070, 3.074)
C (-2.433, 4.763, 1.772)
C (-1.612, 3.964, 0.990)
C (-3.047, 1.026, 0.040)
C (-3.084, 1.708, -1.168)
C (-4.295, 2.049, -1.758)
C (-5.484, 1.705, -1.134)
C (-5.456, 0.998, 0.064)
C (-4.247, 0.648, 0.643)
C (-1.370, 0.697, 2.464)
C (-2.375, 1.288, 3.223)
C (-2.249, 1.361, 4.603)
C (-1.110, 0.871, 5.227)
C (-0.091, 0.305, 4.470)
C (-0.227, 0.206, 3.095)
H (-0.778, 3.306, -1.981)
H (-0.535, 5.226, -3.507)
H (1.371, 6.785, -3.240)
H (3.006, 6.420, -1.420)
H (2.733, 4.503, 0.129)
H (0.872, 3.362, 3.197)
H (-0.567, 4.813, 4.594)
H (-2.694, 5.695, 3.689)
H (-3.357, 5.150, 1.360)
H (-1.904, 3.766, -0.031)
H (-2.152, 1.956, -1.661)
H (-4.308, 2.580, -2.702)
H (-6.432, 1.971, -1.585)
H (-6.382, 0.705, 0.541)
H (-4.238, 0.049, 1.545)
H (-3.251, 1.709, 2.749)
H (-3.038, 1.813, 5.190)
H (-1.013, 0.936, 6.304)
H (0.809, -0.063, 4.945)
H (0.567, -0.241, 2.509)
C (-2.659, -3.294, -3.119)
O (-2.562, -2.004, -3.806)
C (-1.521, -1.399, -3.274)
N (-0.849, -1.970, -2.352)
C (-1.496, -3.300, -2.101)
C (-0.624, -4.532, -2.197)
C (0.760, -4.503, -2.166)
C (1.485, -5.689, -2.189)
C (0.836, -6.913, -2.231)
C (-0.553, -6.948, -2.243)
C (-1.275, -5.765, -2.224)
C (-1.135, -0.073, -3.805)
C (-1.673, 0.501, -4.935)
C (-1.080, 1.669, -5.405)
C (0.040, 2.171, -4.766)
C (0.506, 1.525, -3.630)
N (-0.112, 0.459, -3.140)
C (1.788, 1.862, -2.968)
N (2.207, 1.340, -1.893)
C (3.583, 1.893, -1.696)
C (3.890, 2.519, -3.060)
O (2.578, 2.679, -3.674)
C (4.636, 0.937, -1.195)
C (5.968, 1.181, -1.518)
C (6.980, 0.375, -1.012)
C (6.667, -0.679, -0.165)
C (5.342, -0.917, 0.174)
C (4.336, -0.114, -0.340)
H (-2.555, -4.071, -3.871)
H (-3.643, -3.330, -2.662)
H (-1.900, -3.253, -1.095)
H (1.287, -3.562, -2.127)
H (2.567, -5.647, -2.167)
H (1.404, -7.833, -2.247)
H (-1.075, -7.897, -2.257)
H (-2.360, -5.815, -2.202)
H (-2.506, 0.027, -5.433)
H (-1.469, 2.160, -6.287)
H (0.572, 3.038, -5.128)
H (3.480, 2.680, -0.947)
H (4.475, 1.861, -3.702)
H (4.346, 3.502, -3.000)
H (6.234, 2.010, -2.166)
H (8.011, 0.579, -1.271)
H (7.452, -1.306, 0.238)
H (5.091, -1.721, 0.855)
H (3.313, -0.282, -0.043)
S (2.174, -1.331, -2.773)
F (0.042, -4.437, 1.112)
C (-0.071, -4.106, 2.410)
C (-1.243, -4.417, 3.042)
F (-2.202, -5.007, 2.326)
C (-1.464, -4.120, 4.404)
C (-0.344, -3.569, 5.076)
C (0.825, -3.265, 4.432)
F (1.804, -2.687, 5.139)
C (0.988, -3.452, 3.053)
C (2.098, -2.904, 2.296)
C (1.776, -2.292, 1.105)
N (1.430, -1.751, 0.140)
C (3.417, -2.746, 2.805)
N (4.498, -2.613, 3.183)
F (-0.427, -3.289, 6.378)
C (-2.720, -4.316, 5.033)
C (-2.978, -3.965, 6.394)
N (-3.249, -3.669, 7.473)
C (-3.867, -4.815, 4.341)
N (-4.828, -5.183, 3.824)

## Properties
Highest occupied orbital energy (spin up / spin down) ... -7.35 / -7.80 eV
Spin multiplicity ... 3
Kohn-Sham gap (spin up / spin down) ... 5.60 / 5.52 eV
F_max ... 0.7 eV Å⁻¹